[1]
Computed, not measured: a 12-piece molecular cluster, C26H60BrF18N5O23S6 overall, with wB97M-V/def2-TZVPD.

```
139
Properties=species:S:1:pos:R:3:forces:R:3:lowdin_charge:R:1
Br 3.9385 2.2195 -0.5047 -0.02 0.20 0.25 -0.373
S -0.5768 -6.6538 -3.0070 2.44 -0.92 -1.27 0.472
S -7.6360 1.7210 0.2213 -1.07 1.47 -1.05 0.448
S -0.5422 4.0155 -5.9328 -0.32 0.34 0.03 0.476
S 2.5308 -3.2132 1.0940 1.35 -0.13 -0.14 0.504
S 1.2703 -2.9221 -5.5624 -0.19 -1.60 0.84 0.455
S -0.5981 3.4261 1.8844 2.14 -0.56 -3.33 0.565
F -5.2551 1.8949 1.4359 0.45 -0.01 0.55 0.084
F -2.4773 2.7166 0.1220 0.20 0.28 -0.06 0.187
F -1.2681 -5.6626 -0.7336 -0.51 0.18 1.14 0.075
F -2.2684 4.8723 0.4882 -0.53 -0.62 0.21 0.148
F -0.6390 2.6492 -3.6612 0.34 -0.60 -0.08 0.109
F 1.0666 -1.4986 2.7153 -0.32 0.47 0.38 0.108
F -5.4748 0.2498 0.0350 0.77 -0.27 -0.04 0.107
F -0.4215 1.3581 -5.4287 0.22 0.35 0.54 0.127
F 1.7958 -1.2836 -7.5936 0.46 0.55 -0.13 0.082
F 3.3801 -1.3685 -6.0911 0.36 0.05 -0.18 0.085
F 1.5771 -0.2530 -5.6910 0.16 0.57 -0.07 0.111
F 1.2973 2.5012 -4.6766 -0.64 -0.27 0.15 0.062
F -2.9995 -5.9723 -1.9994 -0.21 0.71 0.04 0.088
F -5.0982 2.2735 -0.6753 0.07 0.02 -0.22 0.151
F -3.2154 3.5434 1.9554 -0.88 0.37 0.61 0.129
F -0.0531 -3.1532 1.8904 -1.04 -0.17 0.39 0.111
F 1.3861 -3.4979 3.5141 -0.72 0.14 0.28 0.091
F -1.5803 -4.2652 -2.3372 -1.01 -0.29 0.17 0.127
O -0.9883 -7.9844 -2.5228 -0.36 0.78 0.01 -0.405
O -1.5602 -0.5608 0.0934 0.89 -0.14 -0.02 -0.171
O -2.3655 1.5316 4.2838 -0.82 -1.16 -0.39 -0.180
O -8.0747 1.2790 -1.0934 0.83 -0.18 0.36 -0.350
O 2.3607 -2.2751 -0.0336 -0.71 -0.59 1.57 -0.342
O -0.1219 -3.0231 -5.9851 1.18 0.89 -0.28 -0.327
O 4.5956 5.2222 5.2841 0.28 0.20 -0.53 -0.181
O 0.8018 -6.3006 -2.6242 -2.17 -0.09 0.27 -0.333
O -0.3729 1.9908 2.0607 -0.64 1.15 0.21 -0.323
O 3.7743 -2.9935 1.8440 -1.22 0.34 -0.04 -0.370
O 1.4582 -2.6817 -4.1484 -0.09 0.63 0.07 -0.329
O -1.9663 3.7565 -6.1420 1.02 -0.05 -0.16 -0.359
O -8.1587 0.9044 1.3007 0.86 -0.23 0.39 -0.368
O -0.8322 -6.3925 -4.4193 -0.83 -0.07 1.23 -0.339
O 0.3416 4.0735 0.9391 -1.47 -0.81 1.90 -0.307
O 4.9720 2.1051 -5.5203 -0.46 -1.11 -0.52 -0.183
O -0.2911 5.2040 -5.1094 0.20 -1.06 -0.34 -0.373
O -7.8150 3.1599 0.4193 0.53 -0.51 0.29 -0.378
O -2.4255 -7.4663 4.1203 0.93 -0.10 0.77 -0.210
O 0.3369 3.9121 -7.1080 -0.59 -0.21 0.77 -0.390
O 2.2987 -4.6229 0.8232 -0.63 0.98 0.21 -0.328
O 2.1543 -3.9584 -6.0775 -0.17 0.73 -0.56 -0.346
O -0.6623 4.1496 3.1696 -0.45 0.51 1.06 -0.390
N 1.0485 0.5556 0.0030 -0.73 -0.60 -0.13 0.192
N 2.1046 4.8485 3.8988 0.68 0.08 0.10 0.231
N -2.3792 4.1309 5.3349 -1.54 -0.60 0.77 0.242
N -4.4887 -7.1698 2.1991 -0.63 -0.60 1.32 0.222
N 6.4737 1.6887 -7.9016 -0.60 -1.45 -1.18 0.226
C -4.0927 3.2174 6.9951 -1.15 1.38 0.65 -0.058
C -5.7203 1.5469 0.2316 -2.63 -0.39 -0.05 -0.671
C -0.7620 -0.8585 -1.0446 0.64 0.46 -0.52 -0.155
C -3.4369 -4.9638 2.8275 0.88 -1.05 0.45 -0.003
C -2.0699 -7.1877 2.7889 -1.15 0.78 -0.05 -0.176
C -1.7219 -5.5484 -1.9886 2.31 -0.65 -1.20 -0.661
C 1.2968 -0.0157 -2.3453 -0.74 -1.40 0.45 -0.027
C 1.1100 -2.7920 2.4043 2.99 -0.77 -2.15 -0.660
C 4.5359 1.1356 -6.4631 0.16 0.27 0.47 -0.222
C 5.6631 6.1382 5.0672 -0.35 1.13 1.01 -0.106
C -0.0413 2.5017 -4.8561 -0.79 1.88 -1.04 -0.626
C 4.1356 2.0112 -4.3125 0.57 1.54 0.22 -0.060
C -2.2847 3.6463 1.0269 1.82 0.11 0.20 -0.658
C -1.2291 -7.7555 4.8877 -1.29 -0.20 0.77 -0.059
C 0.2331 0.2891 -1.2656 0.49 0.50 0.20 -0.245
C -3.5357 1.9556 4.8934 0.01 0.68 -0.35 -0.219
C 2.0522 -1.3466 -6.2641 -1.61 -2.03 0.02 -0.651
C -3.0434 2.8853 5.9875 0.63 -0.57 0.23 -0.294
C 3.1061 3.7072 4.0808 0.43 -0.34 1.21 -0.286
C 2.8567 2.6896 3.0053 0.28 0.25 -1.25 -0.065
C 4.5326 4.3043 4.2096 -0.98 -0.66 -0.87 -0.182
C -2.4436 -1.6077 0.2822 -1.27 -1.01 -0.01 -0.141
C -2.5952 0.4623 3.3367 1.45 0.41 -1.10 -0.066
C 4.9313 1.4680 -7.8640 0.00 2.32 -0.86 -0.299
C -3.2203 -6.3572 2.2095 -0.08 0.53 -1.96 -0.288
C 4.4169 0.5492 -8.9731 0.82 0.79 0.82 -0.013
H 4.3284 1.2096 -3.5999 0.53 -0.37 -0.49 0.072
H 4.9669 0.1594 -6.2170 -0.46 -0.20 0.17 0.136
H -3.1757 -0.4287 3.5874 -0.26 0.39 1.11 0.093
H 4.6376 2.5027 -8.0568 -0.55 -0.08 -0.04 0.154
H 5.2812 3.5136 4.2866 -0.17 -0.22 0.30 0.143
H 1.8241 5.2029 4.8061 -0.06 0.06 0.05 0.153
H -3.8147 3.8853 7.8145 0.72 -0.27 0.08 0.081
H 4.7528 -0.4453 -8.6816 -0.78 -0.40 -0.53 0.099
H -1.4170 -1.0156 -1.9056 0.10 0.49 -0.31 0.148
H 0.9197 -0.4263 -3.2816 -0.45 0.47 -0.01 0.066
H 5.6245 6.9099 5.8398 -0.26 -0.27 0.35 0.083
H -2.5197 -4.4189 2.5998 -0.09 0.19 -0.07 0.088
H -0.3016 1.2400 -1.2807 -0.23 -0.06 -0.96 0.136
H -0.8642 -6.8509 5.3741 0.35 0.16 -0.53 0.095
H 1.5528 -0.2756 0.3076 0.18 -0.48 0.03 0.108
H 5.5101 6.7386 4.1684 0.28 -0.53 -0.48 0.092
H 2.9491 3.1751 2.0312 -0.26 0.07 -0.29 0.017
H 4.4361 2.9453 -3.8417 -0.42 -0.12 0.49 0.078
H 4.7728 0.8462 -9.9610 0.48 -0.07 0.06 0.078
H 4.7549 4.7709 3.2442 0.01 0.36 -0.03 0.136
H 0.4683 0.9490 0.7505 0.00 -0.30 -0.02 0.085
H -2.1208 -2.5869 -0.0860 0.77 0.05 0.13 0.077
H -0.4889 -8.2919 4.2970 0.09 0.22 -0.04 0.098
H 1.8581 2.2583 3.0750 0.03 0.02 0.11 0.073
H -4.6715 -7.5029 3.1456 0.02 -0.11 0.25 0.160
H -3.3588 -1.4759 -0.3049 -0.28 0.42 0.30 0.093
H -4.1618 1.1040 5.1738 0.17 0.05 0.90 0.142
H -1.8455 3.9943 4.4627 0.58 -0.78 -0.84 0.081
H -4.2856 -4.3857 2.4666 -0.05 -0.26 -0.18 0.092
H 6.8698 0.9432 -7.3346 0.52 0.64 0.81 0.166
H 2.0877 0.7069 -2.5319 -0.35 0.34 0.35 0.043
H 1.2718 4.5339 3.3875 -0.45 -0.04 -0.22 0.091
H 6.6607 5.7122 5.1757 -0.08 -0.39 -0.53 0.094
H -4.4294 -7.9969 1.6101 0.24 -0.02 -0.27 0.176
H -1.9312 -8.1534 2.2978 0.23 0.28 -0.60 0.145
H 3.5757 1.8829 2.8598 0.18 0.03 0.71 0.095
H 3.0676 2.0390 -4.5291 0.62 -0.08 -0.32 0.061
H -2.6574 -1.7346 1.3464 -0.19 0.23 0.02 0.070
H 3.4440 1.1562 -6.4765 -0.03 -0.64 0.08 0.134
H -4.5023 2.3149 7.4459 0.19 -0.10 -0.13 0.097
H 1.7333 -0.9272 -1.9271 0.61 0.08 -0.14 0.071
H -1.7451 4.5757 5.9880 -0.15 0.22 0.16 0.157
H -3.1485 4.7505 5.0935 0.09 0.43 -0.01 0.165
H 6.8300 1.4969 -8.8348 -0.16 0.09 -0.27 0.150
H -3.4629 -5.0880 3.9112 -0.23 0.23 0.05 0.083
H -5.3157 -6.6470 1.9231 0.09 0.33 -0.27 0.171
H -4.9487 3.7808 6.6122 -0.09 -0.33 -0.62 0.094
H 3.3495 0.7521 -9.0493 -0.16 -0.82 0.42 0.107
H -3.1037 -6.2632 1.1269 0.78 0.36 0.02 0.146
H -4.2219 2.5179 4.2445 0.18 0.19 -0.45 0.141
H 6.6792 2.6617 -7.7092 0.33 -0.18 1.00 0.163
H -1.1977 -6.5354 2.7111 0.25 -0.27 -0.10 0.152
H -1.5742 0.1465 3.1369 -0.17 -0.22 -0.41 0.081
H -1.5565 -8.3854 5.7159 0.05 -0.22 -0.13 0.083
H -0.2439 -1.8180 -0.9571 0.26 0.04 0.44 0.131
H 2.5320 5.6286 3.4068 -0.03 0.00 -0.38 0.169
H -2.2209 2.3992 6.5118 0.10 -0.12 -0.22 0.152
H -3.0294 0.8529 2.4158 0.04 0.12 0.01 0.081
H 2.7925 3.2923 5.0407 0.29 -0.02 0.18 0.145
H 1.7534 1.2494 -0.2326 0.78 0.48 -0.15 -0.039
```
Positions in Å, forces in eV/Å.

total energy: -9791.55329 hartree
lowest unoccupied orbital energy: 1.06 eV
net charge: -2

=====

[2]
Computed, not measured: an isolated ion of composition C8H14BrN2O and charge +1, with wB97M-V/def2-TZVPD.

```
26
Properties=species:S:1:pos:R:3:forces:R:3:lowdin_charge:R:1
Br -4.4797 -1.6060 -0.0107 -0.21 0.06 -0.19 0.886
O -3.1915 2.9478 0.7260 0.19 -0.66 0.15 0.089
N -0.9246 0.9637 -0.5646 1.16 -0.06 -0.31 0.087
N -2.1935 -0.3610 0.7067 -0.68 -4.20 1.85 0.026
C -2.6926 2.8536 -0.3578 0.84 -0.21 -1.09 -0.268
C 2.8470 -1.0496 0.6108 -0.42 -2.00 -1.29 -0.254
C -3.3901 -0.1297 0.1195 -0.50 2.67 -0.01 -0.577
C 0.3254 -0.3655 0.9954 0.16 -1.75 1.54 -0.107
C 3.8409 -1.2165 -0.5161 -0.55 0.22 -2.94 -0.122
C -1.9598 1.7287 -1.0503 0.44 -0.23 -2.76 -0.033
C 1.3920 -0.9448 0.0448 0.00 -2.35 -0.65 -0.178
C -0.9773 0.0357 0.3913 0.80 2.15 -0.81 -0.253
H -2.2128 -1.3272 1.2126 0.33 2.15 -0.87 0.186
H 2.9627 -0.2039 1.1622 0.78 2.48 1.83 0.071
H 3.1481 -1.9322 1.1691 -1.02 0.02 0.91 0.118
H 0.9826 -1.9664 -0.3558 0.98 1.87 0.42 0.160
H 3.7086 -0.5730 -1.4848 0.24 -0.65 1.97 0.112
H 4.8992 -1.3154 -0.2958 -0.02 0.52 0.52 0.078
H -3.8323 0.9037 0.1218 0.40 -1.62 0.19 0.072
H 0.1613 -1.0267 1.9036 0.02 0.31 -1.28 0.157
H 3.5826 -2.2094 -0.8663 0.15 -0.39 -0.55 0.069
H -1.8107 1.9466 -2.2165 -0.34 -0.33 2.82 0.167
H 1.6734 -0.2901 -0.7878 -1.09 0.09 -0.30 0.090
H 0.7583 0.4840 1.4635 0.20 1.20 0.34 0.117
H 0.0199 0.9894 -1.0181 -1.26 0.24 0.27 0.184
H -2.6370 3.6638 -1.1028 -0.61 0.46 0.26 0.125
```
Positions in Å, forces in eV/Å.

total energy: -3071.59697 hartree
energy relative to the best compared isomer or geometry (same formula, charge and spin): 285.7 kJ/mol
lowest unoccupied orbital energy (spin up / spin down): -5.02 / -5.18 eV
net charge: +1

=====

[3]
Computed, not measured: C6H14O9S2V as an isolated structure, with wB97M-V/def2-TZVPD.

```
32
Properties=species:S:1:pos:R:3:forces:R:3:lowdin_spin:R:1
V 8.6242 -1.8047 19.6388 -0.83 -1.31 -2.19 1.152
S 11.4623 -0.6983 18.1779 0.61 0.07 0.47 0.004
S 5.3375 -1.6736 20.7110 -0.47 1.33 -0.71 0.003
O 10.5367 -1.6599 18.8564 -0.02 -0.48 0.38 0.014
O 10.1934 -5.1146 21.4288 -0.91 1.04 0.13 0.001
O 9.1380 -4.0449 19.6647 0.73 -1.10 -0.46 -0.001
O 8.7488 2.1365 20.4795 0.10 -0.43 0.04 0.001
O 8.0240 -2.1489 18.2107 0.67 0.75 1.57 -0.205
O 7.9890 0.3949 19.2448 -0.04 0.34 -0.24 0.001
O 9.2754 -0.0143 20.9370 0.36 0.18 0.32 0.001
O 9.3069 -3.0198 21.5049 0.72 0.23 1.27 0.001
O 6.7578 -2.0012 20.4544 0.76 -0.45 1.07 0.018
C 4.8219 -0.9350 19.1723 -0.69 -0.92 -1.93 0.001
C 12.3870 0.0244 19.5577 -0.70 0.60 -0.58 0.000
C 8.6664 0.8173 20.2042 -0.26 -1.28 -0.18 0.003
C 9.5501 -4.0778 20.8483 -1.42 2.10 -1.68 0.003
C 12.7484 -1.7264 17.4864 -0.19 -1.79 0.04 0.000
C 5.2349 -0.2212 21.7705 0.91 -0.04 0.60 0.002
H 11.5462 0.3438 20.1780 0.25 0.11 0.26 0.000
H 5.5893 -0.5926 22.7354 -0.38 0.08 0.14 0.000
H 13.0462 -0.6371 20.1091 -0.06 -0.31 -0.22 0.000
H 13.3815 -1.2007 16.7802 0.13 0.18 0.20 0.000
H 13.2634 -2.3191 18.2496 0.41 0.91 0.35 0.000
H 4.2184 0.1604 21.8218 -0.13 -0.28 0.02 0.000
H 5.5562 -0.4726 18.5082 0.66 0.44 1.10 0.000
H 4.6116 -1.8115 18.5399 -0.36 -0.02 0.30 0.000
H 3.9174 -0.3293 19.1731 -0.02 -0.05 0.53 0.000
H 12.3030 -2.6017 16.9954 -0.59 0.70 -0.53 0.000
H 9.3214 2.1485 21.2594 -0.04 0.31 0.05 0.000
H 12.9040 0.8952 19.1530 0.14 -0.01 0.18 0.000
H 10.0950 -4.7651 22.3324 0.67 -0.72 0.32 0.000
H 5.9145 0.5960 21.5245 0.00 -0.19 -0.59 0.000
```
Positions in Å, forces in eV/Å.

total energy: -2654.63514 hartree
⟨S²⟩: 0.778
lowest unoccupied orbital energy (spin up / spin down): 0.37 / 0.36 eV
2S+1: 2

=====

[4]
Computed, not measured: one molecule with the formula C3H3N3O, with wB97M-V/def2-TZVPD.

```
10
Properties=species:S:1:pos:R:3:forces:R:3:lowdin_charge:R:1
O -1.3097 -0.1722 2.0407 2.08 -0.41 -1.66 0.098
N 0.3547 0.8843 0.2472 -0.56 0.99 -2.63 -0.020
N 0.5897 1.4172 -1.0023 -0.63 -3.73 3.33 -0.001
N 0.6793 0.3504 -1.8955 0.81 -0.82 2.01 -0.019
C -0.6960 -0.9948 1.2211 -1.47 -3.44 -2.40 -0.047
C 0.2011 -0.5268 0.1561 -0.53 2.13 1.51 -0.259
C 0.6074 -0.7940 -1.1871 -1.91 -1.39 -2.17 -0.140
H -1.2825 -2.0371 1.2503 2.21 1.93 -0.21 0.181
H -0.8229 0.5521 1.5795 -0.37 2.76 1.14 0.079
H 0.5433 -1.8071 -1.7421 0.36 1.97 1.06 0.128
```
Positions in Å, forces in eV/Å.

total energy: -355.48200 hartree
energy relative to the best compared isomer or geometry (same formula, charge and spin): 414.5 kJ/mol
lowest unoccupied orbital energy: -1.61 eV

=====

[5]
Computed, not measured: C4H6CoO as an isolated structure, with wB97M-V/def2-TZVPD.

```
12
Properties=species:S:1:pos:R:3:forces:R:3:lowdin_spin:R:1
Co 0.3248 -1.4119 0.7716 -0.89 -0.85 -0.98 2.479
O 0.8293 0.2875 0.8879 0.20 1.73 0.35 0.421
C -0.7978 1.4961 -0.6105 -0.92 -3.75 0.98 0.149
C -1.0532 -0.1549 -0.8639 0.66 3.92 0.83 -0.316
C 0.5288 1.4361 0.3885 -1.07 0.73 -2.43 0.215
C -1.1555 -1.3402 -1.3412 1.22 -0.01 -0.09 -0.058
H -0.6878 2.2610 -1.3880 -0.40 -0.85 -0.86 -0.003
H 0.8796 1.5883 -0.8288 0.97 0.20 2.79 0.118
H -0.8562 -1.5551 -2.3734 -0.47 -0.22 -0.18 -0.022
H 0.3092 2.2650 1.0814 1.43 0.02 -0.34 0.004
H -1.2264 -2.1863 -0.6450 -0.66 -0.58 -0.16 -0.014
H -1.5991 1.8693 0.0411 -0.07 -0.32 0.10 0.027
```
Positions in Å, forces in eV/Å.

total energy: -1612.99226 hartree
energy relative to the best compared isomer or geometry (same formula, charge and spin): 278.5 kJ/mol
⟨S²⟩: 4.202
lowest unoccupied orbital energy (spin up / spin down): -11.15 / -12.16 eV
2S+1: 4
net charge: +2

=====

[6]
Computed, not measured: C6H10KNaO3 as an isolated structure, with wB97M-V/def2-TZVPD.

```
21
Properties=species:S:1:pos:R:3:forces:R:3:lowdin_charge:R:1
K -7.7089 0.2588 -1.6128 1.04 0.07 0.09 0.924
Na 2.3599 -0.9892 -1.3560 -0.42 -0.13 0.48 0.614
O 1.3781 -1.8974 0.3498 0.71 0.17 -0.10 -0.406
O 1.4969 1.0871 -1.6482 -0.36 0.19 0.31 -0.048
O -4.2364 0.5007 -1.3874 -0.37 0.20 0.39 -0.288
C -0.5978 0.5864 -0.5559 0.13 -1.70 1.76 -0.221
C 1.7780 -1.5211 1.6132 -0.62 -0.08 -0.26 -0.519
C 0.4553 1.4643 -1.1124 0.67 -0.22 -0.49 -0.244
C 2.9356 -0.5174 1.6362 0.23 0.11 0.13 -0.131
C -1.8954 0.9011 -1.2524 -0.12 0.21 0.41 -0.168
C -3.1101 0.5674 -0.7412 -0.74 -0.54 -0.67 -0.439
H -3.1180 0.1843 0.3008 0.07 0.35 0.01 0.096
H 2.6952 0.3682 1.0231 0.06 -0.23 0.10 0.055
H -1.7908 1.0505 -2.3329 -0.19 0.10 0.29 0.092
H 3.1433 -0.1572 2.6563 0.00 -0.08 -0.19 0.064
H 0.9300 -1.0294 2.1505 0.17 -0.11 0.09 0.083
H -0.3968 -0.4896 -0.6912 0.79 0.31 -0.62 0.094
H 2.0723 -2.3883 2.2510 -0.04 0.18 -0.10 0.088
H -0.4805 0.4576 0.6165 -0.76 1.28 -1.86 0.166
H 0.2310 2.5514 -1.1663 -0.08 -0.25 0.26 0.128
H 3.8592 -0.9880 1.2594 -0.17 0.15 -0.02 0.061
```
Positions in Å, forces in eV/Å.

total energy: -1222.47322 hartree
energy relative to the best compared isomer or geometry (same formula, charge and spin): 0.0 kJ/mol
lowest unoccupied orbital energy: -1.76 eV